(1)
Here is C17H22BCl2NPrSSi2 as an isolated structure in a non-equilibrium geometry from the OMol25 dataset. Energies are from wB97M-V/def2-TZVPD.

## Properties
E_LUMO (alpha / beta) (eV): 1.921 / 2.006
2S+1: 3
Energy above the lowest of the compared OMol25 structures with the same formula, charge and spin (kcal per mole): 0.0
Gap between HOMO and LUMO (alpha / beta) (eV): 6.68 / 6.66
Total charge: -1
Expectation value of S²: 2.01

Positions of all 47 atoms, in Å:
Pr -0.78 -0.05 -1.96
Cl 3.60 -0.79 -5.24
Cl -0.47 -2.59 -1.84
S 1.05 0.19 -3.87
Si -3.13 0.01 -0.39
Si 1.09 -0.66 0.23
N -0.15 2.06 -1.11
C 3.50 -0.85 -3.50
C 3.49 -1.01 -0.80
C -2.79 -0.37 2.35
C 4.66 -1.30 -1.48
C -4.05 1.61 0.11
C -0.11 -0.80 2.58
C 1.56 -2.42 0.80
C -2.26 -0.61 3.61
C -0.63 -0.55 1.30
C -0.90 -0.83 3.72
C 2.29 -0.65 -1.41
C -4.46 -1.36 -0.26
C 4.65 -1.24 -2.86
C -2.02 -0.33 1.18
C -0.18 3.22 -1.15
C 1.97 0.78 1.13
C 2.30 -0.51 -2.83
B -0.25 4.78 -1.21
H -3.35 2.44 0.22
H -2.90 -0.63 4.48
H 2.33 0.48 2.11
H -4.99 -1.33 0.69
H -4.00 -2.34 -0.37
H 2.37 -2.41 1.54
H 5.55 -1.57 -0.94
H -3.86 -0.20 2.27
H -5.19 -1.24 -1.06
H 0.30 5.21 -0.21
H 2.81 1.15 0.55
H 5.53 -1.48 -3.44
H 0.71 -2.92 1.24
H 3.53 -1.07 0.29
H 0.32 5.13 -2.22
H -0.44 -1.03 4.68
H 0.95 -0.99 2.71
H 1.26 1.60 1.27
H -4.77 1.89 -0.67
H 1.89 -3.01 -0.05
H -1.43 5.07 -1.23
H -4.61 1.50 1.05



(2)
Here is a single C4H5NO2 molecule in a non-equilibrium geometry from the OMol25 dataset. Energies are from wB97M-V/def2-TZVPD.

## Properties
E_LUMO (eV): 0.598
SMILES string: O=C[C@H]1CN=CO1
Energy above the lowest of the compared OMol25 structures with the same formula, charge and spin (kcal per mole): 41.0
Gap between HOMO and LUMO (eV): 10.63
Total charge: 0

Positions of all 12 atoms, in Å:
O 2.70 -0.42 -0.76
O -0.07 -1.26 0.17
N -1.60 0.25 0.83
C 0.61 0.14 0.20
C -1.28 -0.96 0.68
C -0.61 1.04 0.08
C 1.54 -0.18 -0.93
H 1.14 0.34 1.14
H 1.00 -0.34 -1.89
H -0.95 1.13 -0.96
H -1.95 -1.78 0.94
H -0.54 2.05 0.50



(3)
Here is a 2-piece molecular cluster, C12H18NOS overall in a non-equilibrium geometry from the OMol25 dataset. Energies are from wB97M-V/def2-TZVPD.

## Properties
E_LUMO (alpha / beta) (eV): -4.889 / -4.862
Energy above the lowest of the compared OMol25 structures with the same formula, charge and spin (kcal per mole): 111.0
Gap between HOMO and LUMO (alpha / beta) (eV): 7.16 / 6.99
Total charge: +1

Positions of all 33 atoms, in Å:
S -1.67 -1.60 0.83
O 0.47 -3.05 -1.37
N 0.93 -0.45 -0.88
C -0.88 -3.22 0.62
C -0.76 -3.63 -0.83
C -0.07 0.53 -1.53
C -0.37 3.09 2.46
C 0.70 2.75 3.23
C 0.11 1.11 1.05
C -1.03 -0.07 -2.55
C 1.17 0.73 1.86
C 1.35 1.50 3.02
C -0.56 2.35 1.30
C 0.56 1.85 -1.85
C -0.09 0.27 -0.08
H -1.66 0.86 -2.88
H -0.95 4.11 2.63
H -1.56 -3.90 1.26
H 0.77 -1.43 -1.01
H 0.95 3.23 4.21
H -0.77 -4.70 -0.92
H 0.17 -3.30 1.17
H 1.56 1.90 -1.52
H 0.30 -2.90 -2.27
H -1.73 -0.80 -2.01
H -1.60 -3.28 -1.40
H 0.24 2.68 -1.21
H -1.41 2.53 0.59
H 1.81 -0.14 1.63
H 1.98 -0.17 -0.84
H 2.22 1.38 3.71
H 0.35 2.14 -2.94
H -0.55 -0.36 -3.50



Question: The lowest energy above the lowest of the compared OMol25 structures with the same formula, charge and spin belongs to which entry?
Answer: C17H22BCl2NPrSSi2